{
  "formula": "C4H8O",
  "method": "ωB97M-V with the def2-TZVPD basis set",
  "elements": ["O", "C", "C", "C", "C", "H", "H", "H", "H", "H", "H", "H", "H"],
  "positions_angstrom": [[-0.801, 0.298, -1.565], [1.318, -0.439, -0.431], [-1.145, -0.554, 0.778], [-0.140, 0.011, -0.381], [0.950, 0.863, 0.232], [1.687, -1.272, 0.161], [0.320, 0.656, 1.079], [-1.067, 1.226, -1.516], [1.396, 1.835, -0.039], [1.791, -0.410, -1.426], [-1.448, -1.529, 0.421], [-0.826, -0.731, 1.846], [-2.053, 0.069, 0.911]],
  "e_above_lowest_kj_mol": 265.2,
  "multiplicity": 1,
  "smiles": "CC1(O)CC1",
  "homo_lumo_gap_ev": 10.44,
  "total_energy_ev": -6322.4189,
  "fmax_ev_per_a": 3.576,
  "e_lumo_ev": 0.98
}